# 1
Here is a molecular structure, C35H45F6InN11O7PS2 from OMol25. Energies are from wB97M-V/def2-TZVPD.

Computed properties:
Energy relative to the best compared isomer or geometry (same formula, charge and spin)   10.4 kJ/mol
Orbital gap   0.222 hartree

CARTESIAN COORDINATES (ANGSTROEM)
In: -0.2403 0.0667 0.3005
C: -2.0223 0.8336 5.6236
C: -0.9208 -0.0123 5.6035
C: -0.5572 -0.6725 4.4435
C: -1.3009 -0.5195 3.2688
C: -2.4059 0.3320 3.2998
C: -2.7568 1.0041 4.4600
N: -0.8949 -1.1143 2.0643
C: -0.3623 -2.3463 2.0850
C: -0.7664 -3.3613 3.0018
C: -0.1946 -4.6016 2.9915
C: 0.8376 -4.9376 2.0871
C: 1.2584 -3.9956 1.1930
C: 0.6553 -2.7262 1.1651
N: 1.1250 -1.7064 0.3731
N: 2.2282 -1.7996 -0.1930
C: 2.7317 -0.5521 -0.6408
C: 3.9824 -0.5591 -1.2363
C: 4.6090 0.6546 -1.4494
C: 3.9858 1.8160 -1.0208
C: 2.7215 1.7220 -0.4623
N: 2.0879 0.5649 -0.3139
H: -2.2961 1.3562 6.5297
H: -0.3228 -0.1421 6.4966
H: 0.3339 -1.2860 4.4279
H: -2.9802 0.4668 2.3984
H: -3.6187 1.6596 4.4540
H: -1.5564 -3.1257 3.7028
H: -0.5464 -5.3495 3.6921
H: 1.2807 -5.9230 2.1052
H: 2.0433 -4.1995 0.4774
H: 4.4392 -1.5046 -1.4886
H: 5.5849 0.6915 -1.9146
H: 4.4566 2.7822 -1.1244
H: 2.1918 2.6009 -0.1292
F: 3.2075 0.0591 -4.5690
C: 1.9924 0.0872 -5.1085
F: 1.7803 -1.0719 -5.7324
F: 1.9475 1.0674 -6.0002
S: 0.6791 0.2902 -3.8296
O: 0.8729 -0.7853 -2.8947
O: -0.5511 0.3354 -4.5708
N: 1.1138 1.7236 -3.2534
S: 0.0286 2.3955 -2.3395
O: -0.7578 1.4105 -1.5834
O: 0.5493 3.5096 -1.6168
C: -1.2527 3.1505 -3.4953
F: -0.7821 3.2241 -4.7313
F: -2.3702 2.4369 -3.5055
F: -1.5412 4.3809 -3.0759
C: -5.9024 1.5292 -0.3356
C: -4.6399 2.2455 0.1487
C: -4.3730 3.5049 -0.6780
C: -4.7573 2.6012 1.6382
C: -3.4828 1.3439 0.0333
N: -2.5943 0.6288 0.1139
H: -6.7540 2.1928 -0.1829
H: -6.0776 0.6075 0.2205
H: -5.8399 1.2929 -1.3955
H: -5.2019 4.1973 -0.5256
H: -4.3102 3.2676 -1.7367
H: -3.4413 3.9775 -0.3696
H: -5.6227 3.2493 1.7784
H: -3.8608 3.1220 1.9691
H: -4.8912 1.7060 2.2477
C: -1.0609 5.2669 2.4265
N: -0.3216 4.0173 2.4323
C: 0.6939 3.7955 3.3122
C: 1.3619 2.6355 3.3513
C: 0.9894 1.5933 2.4170
O: 1.5324 0.4918 2.3715
N: -0.0241 1.8693 1.5194
C: -0.7192 3.0436 1.5151
O: -1.6571 3.2885 0.7722
H: -0.5905 5.9489 3.1314
H: -2.0977 5.1002 2.7194
H: -1.0536 5.7029 1.4292
H: 0.9229 4.6209 3.9733
H: 2.1659 2.4567 4.0456
C: -5.3331 -3.1035 -0.8846
N: -4.1495 -2.3601 -0.5000
C: -4.1541 -1.9256 0.8859
P: -2.7175 -2.6455 -1.2967
O: -1.6275 -1.9225 -0.5877
N: -3.0728 -2.2738 -2.8709
C: -2.0682 -2.6277 -3.8785
C: -3.7461 -1.0232 -3.1865
N: -2.3922 -4.2670 -1.4254
C: -3.0550 -5.1818 -2.3333
C: -1.7357 -4.9350 -0.3188
H: -6.2237 -2.4884 -0.7273
H: -5.4480 -4.0213 -0.2950
H: -5.2904 -3.3709 -1.9386
H: -4.9942 -1.2441 1.0541
H: -3.2265 -1.4143 1.1166
H: -4.2652 -2.7752 1.5720
H: -1.5330 -3.5261 -3.5823
H: -1.3491 -1.8230 -4.0172
H: -2.5694 -2.8181 -4.8306
H: -4.4211 -0.7501 -2.3798
H: -4.3240 -1.1478 -4.1063
H: -3.0253 -0.2114 -3.3407
H: -3.5203 -4.6418 -3.1524
H: -3.8220 -5.7734 -1.8194
H: -2.3210 -5.8776 -2.7500
H: -1.2747 -4.2025 0.3326
H: -0.9562 -5.6044 -0.6933
H: -2.4479 -5.5303 0.2662

# 2
Here is a molecular structure, C43H44N6O2Pd from OMol25. Energies are from wB97M-V/def2-TZVPD.

Computed properties:
Orbital gap   0.221 hartree
Total charge   +2

CARTESIAN COORDINATES (ANGSTROEM)
Pd: -0.8588 1.2651 1.4747
C: 0.0693 0.9468 5.6724
C: -0.2438 1.3047 4.2611
N: 0.0626 0.5768 3.2273
N: 0.7493 -0.5752 3.5465
C: 0.8440 -1.4690 2.6248
O: 0.2522 -1.2626 1.4363
C: 1.5383 -2.7263 2.9586
C: 2.7156 -2.6646 3.6986
C: 3.3603 -3.8353 4.0646
C: 2.8204 -5.0636 3.7137
C: 1.6312 -5.1262 2.9980
C: 0.9919 -3.9620 2.6119
C: -0.8957 2.5965 3.9659
C: -1.2668 3.5073 4.9375
C: -1.7162 4.7642 4.5556
C: -1.7423 5.0827 3.2096
C: -1.3992 4.1166 2.2822
N: -1.0188 2.8918 2.6504
H: 0.8290 0.1766 5.7120
H: -0.8350 0.5584 6.1502
H: 0.3980 1.8199 6.2327
H: 3.1252 -1.7025 3.9748
H: 4.2816 -3.7882 4.6288
H: 3.3234 -5.9767 4.0020
H: 1.2025 -6.0854 2.7412
H: 0.0597 -4.0194 2.0646
H: -1.1923 3.2414 5.9809
H: -2.0140 5.4871 5.3027
H: -2.0334 6.0641 2.8640
H: -1.4150 4.3311 1.2225
C: -0.9105 5.0727 -2.5490
C: 0.1338 4.0448 -2.1662
N: -0.3957 3.2352 -1.0725
C: -1.7042 2.9552 -0.8822
N: -2.0367 2.1763 0.1327
C: -3.4504 1.9596 0.4429
C: -4.2801 1.9383 -0.8284
C: -4.0455 3.2322 -1.5800
N: -2.6140 3.5197 -1.6961
C: -2.2069 4.3439 -2.8377
H: -0.5941 5.6303 -3.4286
H: -1.0536 5.7841 -1.7328
H: 1.0543 4.5106 -1.8185
H: 0.3834 3.4106 -3.0228
H: 0.2543 2.6984 -0.5136
H: -3.8166 2.7464 1.1147
H: -3.5463 1.0129 0.9780
H: -5.3376 1.8378 -0.5881
H: -3.9933 1.0839 -1.4443
H: -4.5450 4.0697 -1.0852
H: -4.4454 3.1661 -2.5924
H: -3.0185 5.0411 -3.0415
H: -2.0918 3.7071 -3.7219
C: -1.5628 -0.3691 -2.6249
C: -0.3360 0.1020 -1.8972
O: -0.3741 0.2524 -0.6836
C: 0.8885 0.4383 -2.6547
C: 0.9567 0.2696 -4.0384
C: 2.1076 0.6196 -4.7267
C: 3.1908 1.1475 -4.0385
C: 3.1306 1.3210 -2.6600
C: 1.9881 0.9611 -1.9698
H: -2.3204 -0.6470 -1.8948
H: -1.3439 -1.2307 -3.2532
H: -1.9360 0.4246 -3.2779
H: 0.1167 -0.1381 -4.5847
H: 2.1597 0.4822 -5.7981
H: 4.0878 1.4233 -4.5770
H: 3.9813 1.7308 -2.1321
H: 1.9331 1.0718 -0.8937
C: 4.2853 -4.5356 -2.4999
C: 4.6210 -3.2061 -2.2951
C: 3.8256 -2.4081 -1.4893
C: 2.6687 -2.9197 -0.8984
C: 2.3616 -4.2709 -1.0813
C: 3.1621 -5.0687 -1.8800
C: 1.8958 -2.0457 -0.0151
C: 0.6075 -2.0785 0.3254
C: -0.5738 -2.7251 -0.2578
C: -1.7326 -2.9024 0.5007
C: -2.8605 -3.4863 -0.0589
C: -2.8497 -3.9050 -1.3800
C: -1.7046 -3.7229 -2.1455
C: -0.5815 -3.1296 -1.5972
H: 4.9079 -5.1629 -3.1236
H: 5.5129 -2.7952 -2.7493
H: 4.1070 -1.3772 -1.3068
H: 1.5095 -4.7054 -0.5759
H: 2.9196 -6.1156 -2.0063
H: 2.4972 -1.3122 0.5164
H: -1.7518 -2.6071 1.5420
H: -3.7433 -3.6318 0.5498
H: -3.7219 -4.3794 -1.8092
H: -1.6859 -4.0464 -3.1785
H: 0.2930 -2.9726 -2.2137

# 3
Here is a molecular structure, C26H39O6SiSn from OMol25. Energies are from wB97M-V/def2-TZVPD.

Computed properties:
Orbital gap   0.192 hartree
Total charge   -1

CARTESIAN COORDINATES (ANGSTROEM)
C: -0.0229 -0.1368 -4.0739
C: -0.6363 -1.2072 -3.0790
C: -0.1873 1.2744 -3.4262
C: -1.3639 1.1142 -2.4692
H: -0.3625 1.9977 -4.2261
H: 0.7308 1.5165 -2.8775
C: -1.1688 -0.3247 -1.9632
H: 0.1738 -1.8317 -2.7309
H: -1.4376 -1.7786 -3.5332
C: -0.0821 -0.1041 -0.8944
H: -2.0669 -0.7468 -1.4772
H: -2.3084 1.2292 -3.0355
C: -1.3652 1.9926 -1.1883
C: 1.3877 -0.3244 -4.5451
C: -0.7080 -0.1451 -5.4932
O: -1.2190 0.8269 -5.9336
O: 2.1917 -1.1140 -4.0633
O: 1.6453 0.4649 -5.6164
O: -0.6343 -1.3025 -6.2235
C: -0.0805 -2.5779 -5.7583
H: -0.5533 -2.9215 -4.8378
H: 1.0034 -2.5205 -5.6471
H: -0.3290 -3.2574 -6.5840
C: 2.9650 0.2775 -6.1465
H: 3.7331 0.4902 -5.3841
H: 3.0353 0.9967 -6.9781
H: 3.0899 -0.7509 -6.5251
O: -0.5600 0.8846 0.0371
H: 0.9154 0.1599 -1.3874
H: 0.0940 -1.0683 -0.3700
C: -2.7357 2.1253 -0.6165
C: -0.4711 3.1592 -1.1554
H: -0.1357 3.5096 -2.1498
H: 0.4391 3.0038 -0.5344
H: -1.0592 3.9912 -0.7356
H: -2.7147 2.2339 0.4808
H: -3.3812 1.2713 -0.8773
H: -3.2308 3.0481 -1.0310
Sn: 0.0136 -0.0975 2.1388
C: -1.9678 -1.3596 2.7286
C: -2.5103 -1.5705 1.4257
C: -1.7449 -2.5780 0.7850
H: -3.4155 -1.1167 1.0324
C: -0.7165 -3.0181 1.6694
C: -0.8547 -2.3013 2.8993
H: -0.4579 -2.5840 3.8781
H: -2.4341 -0.7806 3.5280
H: -1.9905 -3.0143 -0.1846
H: -0.0166 -3.8178 1.4500
C: 2.6447 1.2698 1.8973
C: 2.3423 0.1660 2.7822
C: 2.4152 -1.0494 1.9802
H: 2.3080 0.2312 3.8608
C: 2.6736 -0.6617 0.6266
C: 2.8080 0.7465 0.5936
H: 3.0953 1.3181 -0.3079
H: 2.8364 2.3078 2.2081
H: 2.5132 -2.0613 2.3958
H: 2.8460 -1.2874 -0.2370
C: -0.8031 2.2332 6.4332
Si: -0.2451 0.6272 5.6083
C: 1.5177 0.2382 6.1540
C: -1.3091 -0.8236 6.1972
O: -0.3147 0.7165 3.9845
H: -0.8102 2.1487 7.5273
H: -1.8228 2.4411 6.0840
H: -0.1609 3.0650 6.1464
H: 1.5134 0.1171 7.2637
H: 1.8389 -0.6763 5.6906
H: 2.2139 1.0615 5.9008
H: -2.3278 -0.7215 5.7690
H: -0.8758 -1.7577 5.8403
H: -1.3915 -0.8660 7.3003

# 4
Here is C5H9NO in the gas phase from OMol25. Energies are from wB97M-V/def2-TZVPD.

Computed properties:
Energy relative to the best compared isomer or geometry (same formula, charge and spin)   310.4 kJ/mol
SMILES   C[C@H]1N[C@H]1[C@H]1CO1
Orbital gap   0.384 hartree

CARTESIAN COORDINATES (ANGSTROEM)
C: 1.4394 -1.0695 -0.9126
C: 0.7744 -1.2752 0.4229
N: 0.8194 -0.2424 1.4610
C: -0.4624 -0.5661 0.8352
C: -1.1370 0.5053 -0.1311
C: -1.3414 1.9026 0.2533
O: -0.2177 1.5054 -0.5111
H: 1.0541 -1.7908 -1.6399
H: 2.5189 -1.2248 -0.8164
H: 1.2702 -0.0651 -1.3002
H: 0.8857 -2.2735 0.8300
H: 1.1737 0.6201 1.0496
H: -1.1750 -1.0703 1.4556
H: -1.8201 0.2765 -0.9164
H: -2.0440 2.5197 -0.3552
H: -1.1066 2.3168 1.2128

# 5
Here is a molecular structure, C29H56BrIrN5O2PSi from OMol25. Energies are from wB97M-V/def2-TZVPD.

Computed properties:
Energy relative to the best compared isomer or geometry (same formula, charge and spin)   2.7 kJ/mol
Orbital gap   0.284 hartree
Total charge   +2

CARTESIAN COORDINATES (ANGSTROEM)
Ir: -0.0047 0.1955 0.2796
N: 4.0304 0.7951 -0.7240
C: 3.0990 -0.0988 -0.4084
N: 1.9908 0.5629 -0.0960
C: 2.3321 1.8753 -0.2544
N: 3.5649 2.0549 -0.6392
C: 1.2915 2.8655 -0.0371
C: 1.5196 4.2218 0.0760
N: 0.5219 5.0776 0.2790
C: -0.6943 4.5659 0.3451
C: -0.9512 3.1963 0.2583
N: 0.0482 2.3366 0.0712
H: 4.9778 0.6308 -1.0339
H: 3.2331 -1.1654 -0.4418
H: 2.5269 4.6145 0.0162
H: -1.5183 5.2538 0.4866
H: -1.9528 2.7811 0.3140
C: 0.1253 0.9815 5.1028
C: 0.7386 1.0258 3.6937
C: 0.7229 2.4691 3.2079
P: 0.0181 -0.2438 2.5428
C: 1.0053 -1.7626 2.9490
C: 1.1083 -2.0817 4.4473
C: 2.4275 -1.6982 2.4023
C: -1.7641 -0.5752 2.9082
C: -2.1266 -1.4251 4.1277
C: -2.5427 0.7444 2.9385
H: 0.7923 1.5206 5.7768
H: 0.0021 -0.0173 5.5031
H: -0.8372 1.4861 5.1286
H: 1.7859 0.7117 3.7627
H: -0.2946 2.8504 3.1153
H: 1.2353 2.5812 2.2604
H: 1.2443 3.0902 3.9367
H: 0.4740 -2.5665 2.4342
H: 1.6752 -1.3180 4.9766
H: 1.6650 -3.0151 4.5525
H: 0.1546 -2.2104 4.9468
H: 3.0326 -0.9627 2.9359
H: 2.4319 -1.4631 1.3457
H: 2.9092 -2.6672 2.5367
H: -2.0556 -1.1372 2.0170
H: -1.8271 -0.9724 5.0694
H: -1.7194 -2.4328 4.0718
H: -3.2140 -1.5165 4.1462
H: -2.3897 1.2656 3.8812
H: -3.6092 0.5367 2.8518
H: -2.2819 1.4179 2.1249
C: -4.2188 -0.5167 -0.5912
C: -3.1157 0.4395 -0.2218
O: -3.2960 1.6251 -0.0507
O: -1.9527 -0.1750 -0.1148
H: -5.1544 0.0230 -0.7017
H: -4.3154 -1.2766 0.1858
H: -3.9712 -1.0273 -1.5209
C: -0.8511 -7.0888 -2.1284
C: -0.3546 -5.6315 -1.9655
C: -1.3765 -4.6636 -2.5920
C: 0.9612 -5.4549 -2.7385
Si: -0.1520 -5.4153 -0.1067
Br: 0.1764 -2.1791 -0.3614
C: -1.6787 -5.4748 0.9949
C: -2.9834 -5.1903 0.2362
C: -1.6236 -4.4809 2.1654
C: -1.7240 -6.9266 1.5307
C: 1.5427 -5.7093 0.6725
C: 1.8440 -7.1942 0.3488
C: 1.5626 -5.5281 2.1966
C: 2.6625 -4.8230 0.1033
H: -0.9720 -7.2826 -3.1969
H: -1.8179 -7.2621 -1.6548
H: -0.1432 -7.8251 -1.7426
H: -1.3470 -4.8089 -3.6742
H: -1.1372 -3.6197 -2.3939
H: -2.3960 -4.8518 -2.2688
H: 0.7629 -5.6686 -3.7910
H: 1.7479 -6.1356 -2.4176
H: 1.3323 -4.4310 -2.6764
H: -3.0017 -4.1836 -0.1829
H: -3.8099 -5.2711 0.9461
H: -3.1759 -5.9061 -0.5613
H: -1.5582 -3.4539 1.8015
H: -0.8038 -4.6662 2.8569
H: -2.5557 -4.5758 2.7285
H: -1.8233 -7.6634 0.7311
H: -2.6044 -7.0222 2.1708
H: -0.8545 -7.1926 2.1310
H: 1.0934 -7.8758 0.7564
H: 2.7998 -7.4517 0.8113
H: 1.9356 -7.3874 -0.7191
H: 0.8389 -6.1509 2.7189
H: 1.3979 -4.4882 2.4801
H: 2.5530 -5.8171 2.5576
H: 2.7992 -4.9335 -0.9692
H: 3.5976 -5.1180 0.5867
H: 2.4816 -3.7712 0.3204

# 6
Here is 2 unconnected molecules or ions with the total composition C6H15BO5S from OMol25. Energies are from wB97M-V/def2-TZVPD.

Computed properties:
SMILES   CCB(O)OC(=O)OS.CC(C)O
Orbital gap   0.374 hartree

CARTESIAN COORDINATES (ANGSTROEM)
C: 0.5074 -0.7127 -2.6700
C: 1.9836 -0.3468 -2.4303
B: 2.4684 -0.5794 -0.9634
O: 2.1017 -1.6698 -0.2653
O: 3.2849 0.4280 -0.3414
C: 2.4736 1.4020 0.1068
O: 1.6451 1.2413 0.9552
O: 2.7494 2.5729 -0.5075
S: 1.4200 3.5940 -0.7052
H: -0.0848 -0.1008 -1.9821
H: 0.2803 -1.7547 -2.4482
H: 0.2253 -0.4546 -3.6927
H: 2.6513 -0.9096 -3.0967
H: 2.1038 0.7133 -2.6855
H: 2.6233 -1.7533 0.5440
H: 1.5780 3.6437 -2.0326
C: -3.3918 0.1853 1.3884
C: -2.2979 -0.8667 1.4985
C: -1.7377 -0.9395 2.9112
O: -1.2576 -0.6126 0.5607
H: -2.9877 1.1727 1.6284
H: -3.7857 0.2216 0.3726
H: -4.2143 -0.0225 2.0742
H: -2.7006 -1.8408 1.2155
H: -1.2908 0.0193 3.1875
H: -0.9603 -1.7008 2.9734
H: -2.5177 -1.1760 3.6365
H: -0.8693 0.2465 0.7679

# 7
Here is C9H9P in the gas phase from OMol25. Energies are from wB97M-V/def2-TZVPD.

Computed properties:
Energy relative to the best compared isomer or geometry (same formula, charge and spin)   96.1 kJ/mol
Spin multiplicity   3
Orbital gap (spin up / spin down)   0.251 / 0.220 hartree

CARTESIAN COORDINATES (ANGSTROEM)
C: 0.0874 2.7242 -0.0607
C: -1.0416 2.0258 -0.0880
C: 2.4591 1.8699 -0.0584
C: 1.1370 1.7665 0.0632
C: 0.4845 0.4515 0.0469
C: -0.8116 0.5801 0.0106
C: 1.9865 -0.6851 0.1875
C: -1.9550 -0.3411 0.0028
C: 1.7015 -2.1180 -0.1120
P: 3.3393 0.2329 -0.0039
H: 0.2222 3.7488 -0.4273
H: -2.0401 2.4773 -0.0408
H: 3.0448 2.7963 -0.1816
H: -2.4144 -0.2516 -0.8900
H: -2.6877 0.0421 0.7917
H: -1.7000 -1.4341 0.3259
H: 2.1687 -2.4332 -0.9251
H: 0.6016 -2.1468 -0.2788
H: 2.0306 -2.8279 0.7028

| no. | F_max (eV Å⁻¹) |
| --- | --- |
| 1 | 0.91 |
| 2 | 0.98 |
| 3 | 5.19 |
| 4 | 2.35 |
| 5 | 1.09 |
| 6 | 0.73 |
| 7 | 8.27 |